--- w ---
Density functional theory data (wB97M-V/def2-TZVPD) for a gas-phase ion, C5H13N (charge +1).

The value obtained for the frontier orbital gap (spin up / spin down) is 12.7 / 7.8 eV. The charge is +1. As for the expectation value of S²: 0.75. The value obtained for the HOMO energy (spin up / spin down) is -0.575 / -0.580 Ha. Its spin multiplicity is 2.

Last column: Mulliken spin population.
Cartesian coordinates (Å):
C1 1.36 -1.86 -1.17  0.013
N1 0.80 -0.47 -1.13  0.747
C2 -0.32 1.04 2.11  0.011
C3 0.34 0.96 0.78  0.121
C4 -0.26 -0.15 -0.17  0.001
C5 -1.48 0.40 -0.91  0.034
H1 0.67 -2.65 -0.86  0.021
H2 2.21 -1.90 -0.46  0.034
H3 1.75 -1.84 -2.18  0.003
H4 0.44 -0.24 -2.06  -0.011
H5 -1.41 1.19 2.04  0.000
H6 -0.08 1.97 2.65  0.006
H7 -0.21 0.25 2.86  -0.001
H8 0.32 1.91 0.25  0.007
H9 1.44 0.86 0.88  -0.003
H10 -0.28 -1.00 0.52  0.018
H11 -1.22 0.98 -1.79  -0.001
H12 -2.06 -0.49 -1.16  0.001
H13 -2.01 1.03 -0.20  -0.002

---

--- x ---
Density functional theory data (wB97M-V/def2-TZVPD) for a gas-phase ion, C5H13N (charge +1).

The value obtained for the frontier orbital gap (spin up / spin down) is 13.0 / 7.9 eV. The charge is +1. As for the expectation value of S²: 0.75. The value obtained for the HOMO energy (spin up / spin down) is -0.584 / -0.599 Ha. Its spin multiplicity is 2.

Last column: Mulliken spin population.
Cartesian coordinates (Å):
C1 -1.79 -0.75 -0.68  0.059
C2 -2.19 -0.20 0.72  0.008
C3 -0.47 -0.07 -1.23  0.015
N1 0.82 -0.40 -0.59  0.679
C4 1.35 0.62 0.29  0.003
C5 2.78 0.35 0.70  0.046
H1 -2.49 -0.29 -1.38  0.006
H2 -1.91 -1.80 -0.90  -0.003
H3 -2.72 -0.98 1.28  0.004
H4 -1.28 0.04 1.27  0.000
H5 -2.84 0.67 0.63  -0.001
H6 -0.39 -0.41 -2.27  0.059
H7 -0.60 1.01 -1.25  0.005
H8 0.42 -1.17 -0.03  0.000
H9 0.70 0.77 1.24  0.110
H10 1.04 1.57 -0.16  0.008
H11 3.38 0.81 -0.12  0.006
H12 3.18 -0.66 0.82  0.001
H13 3.01 0.88 1.66  -0.005

---

Stability summary - winner: w; margin: 62.4 kJ/mol.

---

--- w ---
Density functional theory data (wB97M-V/def2-TZVPD) for 2 unconnected molecules or ions with the total composition C6H8N3O3S.

The value obtained for the frontier orbital gap (spin up / spin down) is 6.7 / 7.4 eV. The charge is -1. The value obtained for the HOMO energy (spin up / spin down) is -0.119 / -0.144 Ha. Its spin multiplicity is 1.

Last column: Mulliken charge in e.
Cartesian coordinates (Å):
C1 1.90 -0.36 1.22  -0.802
C2 1.98 -1.00 -1.20  -0.758
C3 0.58 -0.15 1.09  -0.218
C4 0.66 -0.81 -1.27  -0.269
C5 2.75 -0.83 0.08  -0.386
C6 -0.09 -0.38 -0.14  0.334
N1 -1.04 1.48 -0.91  -0.575
N2 -1.52 1.89 0.09  0.666
N3 -2.48 2.80 0.29  -0.716
O1 -2.42 -0.07 1.06  -0.648
O2 -2.46 -0.62 -1.31  -0.691
O3 -1.76 -2.30 0.32  -0.707
S1 -1.84 -0.88 -0.02  1.205
H1 2.40 -0.24 2.17  0.355
H2 2.55 -1.33 -2.06  0.364
H3 -0.03 0.16 1.92  0.408
H4 0.10 -0.97 -2.18  0.381
H5 3.58 -0.11 -0.08  0.250
H6 3.24 -1.79 0.34  0.257
H7 -3.09 2.97 -0.52  0.271
H8 -3.00 2.53 1.12  0.283

---

--- x ---
Density functional theory data (wB97M-V/def2-TZVPD) for 2 unconnected molecules or ions with the total composition C6H8N3O3S.

The value obtained for the frontier orbital gap is 8.7 eV. The charge is -1. The value obtained for the HOMO energy is -0.193 Ha. Its spin multiplicity is 1.

Last column: Mulliken charge in e.
Cartesian coordinates (Å):
C1 0.24 0.46 2.91  -0.283
C2 0.23 -0.67 2.09  -0.810
C3 0.29 1.79 2.43  -0.310
C4 0.39 -0.47 0.67  -0.302
C5 0.40 2.02 1.02  -0.477
C6 0.40 0.89 0.21  0.404
N1 -2.19 -1.36 -1.42  -0.452
N2 -1.59 -2.36 -1.73  -0.196
N3 -0.52 -2.43 -2.48  -0.189
O1 0.96 -0.28 -2.00  -0.767
O2 -0.55 1.54 -2.07  -0.704
O3 1.83 1.89 -1.60  -0.707
S1 0.68 1.03 -1.48  1.167
H1 0.03 0.42 4.00  0.258
H2 0.27 -1.62 2.52  0.405
H3 0.14 2.52 3.25  0.276
H4 0.45 -1.17 -0.15  0.494
H5 -1.80 -0.50 -1.76  0.282
H6 0.31 3.00 0.55  0.325
H7 -0.10 -1.53 -2.65  0.321
H8 0.12 -3.17 -2.31  0.264

---

Stability summary - winner: x; margin: 226.5 kJ/mol.

---

--- w ---
Density functional theory data (wB97M-V/def2-TZVPD) for 2 unconnected molecules or ions with the total composition C5H13N4O.

The value obtained for the frontier orbital gap is 6.9 eV. The charge is +1. The value obtained for the HOMO energy is -0.393 Ha. Its spin multiplicity is 1.

Last column: Mulliken charge in e.
Cartesian coordinates (Å):
C1 -0.47 0.80 -0.28  0.091
C2 -1.54 -0.05 -0.35  -0.808
C3 -1.41 0.86 1.77  -0.035
C4 2.00 -1.60 0.25  -0.686
C5 1.77 -1.91 -1.20  0.126
N1 -2.03 -0.18 0.95  -0.296
N2 -0.22 1.17 1.02  -0.170
N3 0.45 1.35 -1.32  -0.562
N4 1.32 -1.02 -1.98  -0.167
O1 -2.22 1.96 1.99  -0.569
H1 -2.12 -0.63 -0.93  0.605
H2 -1.14 0.33 2.72  0.361
H3 0.95 -1.34 0.55  0.153
H4 2.53 -0.56 0.33  0.238
H5 2.54 -2.34 0.83  0.373
H6 2.18 -2.96 -1.45  0.351
H7 -3.03 -0.28 1.15  0.247
H8 0.16 2.01 1.16  0.224
H9 0.06 1.88 -2.04  0.248
H10 1.15 1.91 -0.88  0.237
H11 1.08 -1.20 -2.96  0.294
H12 0.98 -0.02 -1.85  0.382
H13 -3.02 1.81 2.52  0.362

---

--- x ---
Density functional theory data (wB97M-V/def2-TZVPD) for a molecular structure, C5H13N4O.

The value obtained for the frontier orbital gap is 10.2 eV. The charge is +1. The value obtained for the HOMO energy is -0.480 Ha. Its spin multiplicity is 1.

Last column: Mulliken charge in e.
Cartesian coordinates (Å):
C1 0.42 -1.88 0.06  0.364
C2 -1.01 0.71 1.76  0.586
C3 -0.27 -0.04 -1.87  -2.151
C4 0.32 2.03 0.13  -0.792
C5 -0.60 -0.22 -0.40  0.246
N1 0.10 -2.41 1.15  -0.281
N2 -1.15 1.93 2.42  -0.462
N3 -0.42 0.86 0.50  0.072
N4 1.12 -2.45 -0.87  -0.400
O1 -1.34 -0.38 2.22  -0.694
H1 0.82 0.10 -1.99  0.461
H2 -0.51 -0.93 -2.42  0.470
H3 -0.87 0.80 -2.06  0.557
H4 0.12 1.95 -0.87  0.359
H5 -0.20 2.82 0.61  0.287
H6 1.39 2.08 0.30  0.269
H7 -1.56 -0.80 -0.26  0.505
H8 -0.56 -1.86 1.82  0.368
H9 0.73 -3.10 1.51  0.251
H10 -1.29 2.74 1.92  0.170
H11 -1.83 1.83 3.15  0.306
H12 1.10 -2.23 -1.90  0.260
H13 1.30 -3.43 -0.78  0.246

---

Stability summary - winner: x; margin: 145.6 kJ/mol.

---

--- w ---
Density functional theory data (wB97M-V/def2-TZVPD) for a molecular structure, CH6N2.

The value obtained for the frontier orbital gap is 10.1 eV. The value obtained for the HOMO energy is -0.342 Ha. Its spin multiplicity is 1.

Last column: Mulliken charge in e.
Cartesian coordinates (Å):
C1 0.95 -0.55 -0.20  -0.635
N1 -0.32 -0.47 -0.76  -0.356
N2 -0.90 0.72 0.58  -0.640
H1 -0.34 0.23 -1.50  0.269
H2 -1.26 0.01 1.23  0.244
H3 -1.67 1.39 0.48  0.207
H4 1.11 -1.47 0.35  0.216
H5 1.78 -0.20 -0.82  0.277
H6 0.65 0.34 0.64  0.417

---

--- x ---
Density functional theory data (wB97M-V/def2-TZVPD) for a single CH6N2 molecule.

As for the SMILES: CNN. The value obtained for the frontier orbital gap is 10.4 eV. The value obtained for the HOMO energy is -0.342 Ha. Its spin multiplicity is 1.

Last column: Mulliken charge in e.
Cartesian coordinates (Å):
C1 0.00 0.76 0.69  -0.687
N1 -0.19 -0.75 0.49  -0.345
N2 0.21 -0.67 -1.03  -0.553
H1 -0.12 1.37 -0.26  0.338
H2 1.18 0.94 1.03  0.225
H3 -0.92 1.33 1.40  0.243
H4 -1.19 -0.70 0.05  0.298
H5 -0.14 -1.64 -1.50  0.269
H6 1.16 -0.63 -0.87  0.213

---

Stability summary - winner: x; margin: 34.3 kJ/mol.

---

--- w ---
Density functional theory data (wB97M-V/def2-TZVPD) for a single CH6N2 molecule.

As for the SMILES: NCN. The value obtained for the frontier orbital gap is 10.7 eV. The value obtained for the HOMO energy is -0.348 Ha. Its spin multiplicity is 1.

Last column: Mulliken charge in e.
Cartesian coordinates (Å):
N1 0.77 1.05 -0.18  -0.614
C1 -0.16 -0.22 -0.56  -0.275
N2 -0.59 -0.95 0.70  -0.508
H1 0.89 1.65 -0.96  0.220
H2 0.19 1.64 0.35  0.207
H3 -1.07 -0.01 -1.07  0.264
H4 0.63 -0.89 -1.04  0.299
H5 0.06 -1.50 1.08  0.194
H6 -0.98 -0.24 1.34  0.213

---

--- x ---
Density functional theory data (wB97M-V/def2-TZVPD) for 2 unconnected molecules or ions with the total composition CH6N2.

As for the SMILES: C=N.N. The value obtained for the frontier orbital gap is 11.4 eV. The value obtained for the HOMO energy is -0.379 Ha. Its spin multiplicity is 1.

Last column: Mulliken charge in e.
Cartesian coordinates (Å):
C1 -3.93 0.50 -1.68  -0.255
N1 -3.95 0.62 -3.02  -0.450
H1 -3.52 -0.51 -1.48  0.264
H2 -4.06 1.48 -1.05  0.214
H3 -4.09 1.69 -3.07  0.227
N2 6.27 -1.07 3.57  -0.674
H4 6.84 -0.22 3.31  0.228
H5 5.51 -0.62 4.13  0.221
H6 6.68 -1.67 4.33  0.225

---

Stability summary - winner: w; margin: 79.3 kJ/mol.

---

--- w ---
Density functional theory data (wB97M-V/def2-TZVPD) for a gas-phase ion, C2H5N4 (charge +1).

As for the SMILES: N#C/C(N)=N/[NH3+]. The value obtained for the frontier orbital gap is 9.9 eV. The charge is +1. The value obtained for the HOMO energy is -0.540 Ha. Its spin multiplicity is 1.

Last column: Mulliken charge in e.
Cartesian coordinates (Å):
N1 3.23 0.27 0.02  -0.227
C1 2.13 -0.06 -0.19  0.127
C2 0.76 -0.32 -0.06  0.616
N2 0.30 -1.49 0.33  -0.355
N3 0.03 0.97 -0.22  -0.633
N4 -1.34 1.06 -0.17  -0.118
H1 0.85 -2.30 0.20  0.270
H2 -0.74 -1.72 0.50  0.231
H3 -2.00 0.33 0.06  0.313
H4 -1.68 1.42 -1.05  0.364
H5 -1.53 1.84 0.57  0.411

---

--- x ---
Density functional theory data (wB97M-V/def2-TZVPD) for a gas-phase ion, C2H5N4 (charge +1).

The value obtained for the frontier orbital gap (spin up / spin down) is 6.8 / 8.3 eV. The charge is +1. The value obtained for the HOMO energy (spin up / spin down) is -0.498 / -0.533 Ha. Its spin multiplicity is 1.

Last column: Mulliken charge in e.
Cartesian coordinates (Å):
C1 0.76 1.17 0.09  -0.213
C2 0.47 -1.14 0.25  -0.462
N1 -0.89 -1.06 -0.34  -0.335
N2 -1.56 -0.10 -0.18  0.741
N3 -1.63 1.01 0.17  -0.332
N4 1.17 0.00 -0.23  -0.083
H1 1.08 1.95 -0.52  0.302
H2 0.23 -1.04 1.29  0.381
H3 1.02 -2.03 0.13  0.400
H4 -2.33 1.59 0.42  0.267
H5 1.68 -0.35 -1.07  0.332

---

--- y ---
Density functional theory data (wB97M-V/def2-TZVPD) for a molecular structure, C2H5N4.

The value obtained for the frontier orbital gap is 10.2 eV. The charge is +1. The value obtained for the HOMO energy is -0.576 Ha. Its spin multiplicity is 1.

Last column: Mulliken charge in e.
Cartesian coordinates (Å):
C1 1.25 -1.00 -0.06  0.177
C2 -0.92 0.69 -0.03  -0.234
N1 2.09 -0.07 0.05  -0.475
N2 -1.21 -1.26 0.02  -0.530
N3 -0.14 -0.55 -0.03  0.458
N4 -1.96 -0.19 0.04  0.046
H1 1.02 -2.10 -0.03  0.353
H2 -0.72 1.58 0.69  0.312
H3 -0.87 1.17 -1.01  0.279
H4 3.05 -0.31 0.22  0.295
H5 -3.02 -0.33 0.06  0.318

---

Stability summary - winner: w; margin: 77.4 kJ/mol.